i | 35
Properties=species:S:1:pos:R:3:lowdin_charge:R:1 method="wB97M-V/def2-TZVPD" charge=0 gap_ev=7.22
S 1.69 2.67 0.51 0.6201
O -1.11 -1.45 -3.70 0.1162
N 0.73 -2.51 -3.15 0.1490
N 0.76 -1.31 -2.60 -0.1169
N -1.09 -1.68 0.47 0.1599
N 0.17 1.50 2.33 -0.1217
C -1.07 0.85 2.92 -0.0899
C -0.80 -0.55 0.22 -0.2129
C 0.44 1.58 0.97 -0.6415
C -0.79 -3.87 -4.47 0.0067
C -0.94 1.21 4.42 -0.1574
C 0.92 2.19 3.32 -0.2346
C -0.42 -2.63 -3.73 -0.3308
C 2.05 -0.81 -2.16 -0.0070
C -0.45 -0.60 -2.85 -0.1997
C -0.39 1.35 -1.29 -0.0672
C -0.39 0.79 0.01 -0.2477
C -0.94 0.67 -2.49 -0.0180
C 0.51 1.55 4.69 -0.1439
H -1.99 1.23 2.43 0.1342
H 2.46 -1.32 -1.22 0.1238
H -0.42 -3.79 -5.45 0.0608
H -1.45 2.15 4.57 0.1058
H 0.70 2.38 5.37 0.1082
H 2.07 0.26 -2.06 0.0744
H 1.92 2.06 3.20 0.0616
H -0.43 -4.76 -4.07 0.0615
H -0.19 2.43 -1.27 0.0715
H 0.72 3.30 3.33 0.1373
H -1.72 1.11 -3.16 0.1202
H 2.71 -0.95 -2.98 0.0734
H -1.04 -0.15 2.65 0.0641
H -1.96 -4.00 -4.64 0.1358
H -1.33 0.42 5.02 0.1045
H 1.07 0.67 4.88 0.1003

=====

ii | 35
Properties=species:S:1:pos:R:3:lowdin_charge:R:1 method="wB97M-V/def2-TZVPD" charge=0 gap_ev=6.86
S -2.46 1.04 0.44 0.9909
O 2.23 3.04 0.01 0.1415
N -0.20 -0.24 0.12 0.0137
N 0.15 1.85 0.13 0.1052
N 1.21 -0.46 0.15 0.1003
N 3.05 -2.19 0.20 0.1387
C 4.42 1.11 -0.17 -0.1557
C 1.53 2.15 -0.17 -0.4348
C 6.19 -0.30 -0.24 0.0042
C 5.23 -1.34 0.09 -0.0909
C -5.04 -0.14 -0.65 -0.2952
C 5.77 1.12 -0.09 -0.0681
C 1.97 0.78 0.11 -0.0794
C -0.67 0.95 0.08 -0.7059
C -2.85 -0.61 0.33 -0.6363
C 3.34 0.36 -0.08 -0.0655
C -4.25 -0.58 0.53 -0.4796
C -6.64 -0.24 -0.35 -0.1086
C 3.95 -1.24 0.09 -0.2614
H -4.91 1.03 -0.85 0.1175
H 6.44 1.97 -0.14 0.0934
H -0.24 3.12 0.10 0.3011
H -4.77 -0.15 1.56 0.1754
H 2.06 -1.90 0.28 0.0641
H -6.95 -1.24 -0.27 0.0300
H 7.14 -0.40 -0.01 0.0320
H -7.25 0.02 -1.32 0.1017
H -4.94 -0.71 -1.67 0.1387
H -2.42 -1.12 1.23 0.0995
H 5.59 -2.34 -0.11 0.1106
H -7.04 0.25 0.45 0.0169
H 3.57 -2.96 0.05 0.0584
H -4.64 -1.76 0.78 0.1785
H 4.00 2.37 0.10 0.1866
H -2.57 -1.23 -0.73 0.1826

=====

Stability summary - winner: i; margin: 193.9 kcal/mol.

=====

i | 12
Properties=species:S:1:pos:R:3:lowdin_charge:R:1 method="wB97M-V/def2-TZVPD" charge=0 gap_ev=7.27
S 0.13 -2.15 -0.06 0.5025
F 2.42 0.54 0.48 0.1018
N 0.40 0.96 -0.36 0.0004
C -0.56 0.42 0.66 -0.2142
C 1.59 0.33 -0.52 -0.1828
C -1.09 -0.94 0.16 -0.7319
H 1.84 0.23 -1.52 0.1060
H -1.59 -1.24 1.02 0.0205
H -1.38 1.20 0.61 0.1384
H 0.00 0.33 1.50 0.0735
H -0.02 1.07 -1.24 0.1082
H -1.74 -0.74 -0.73 0.0776

=====

ii | 12
Properties=species:S:1:pos:R:3:lowdin_charge:R:1 method="wB97M-V/def2-TZVPD" charge=0 gap_ev=9.33
S 2.11 -0.33 -0.41 0.7432
F -0.47 -1.72 -1.04 -0.0343
N -0.47 1.16 -0.81 0.0329
C 0.78 -0.41 0.76 -0.5585
C -0.50 0.33 0.39 -0.3251
C -0.48 -1.15 0.25 -0.2581
H -0.98 -1.77 1.01 0.1478
H 1.67 0.78 -1.09 -0.1216
H -1.11 0.76 -1.47 0.0813
H 1.14 -0.49 1.77 0.0783
H -1.07 0.70 1.25 0.1402
H -0.62 2.12 -0.61 0.0737

=====

Stability summary - winner: ii; margin: 29.1 kcal/mol.

=====

i | 9
Properties=species:S:1:pos:R:3:lowdin_charge:R:1 method="wB97M-V/def2-TZVPD" charge=0 gap_ev="8.09 / 9.32"
F -1.14 0.78 1.98 -0.2621
N -1.34 0.94 0.37 -0.0447
N -0.32 0.97 -0.33 0.0335
C 1.06 -1.07 -0.53 0.0902
H 1.99 -0.56 -0.61 -0.0105
H -1.97 0.15 0.22 0.1275
H 0.58 -1.42 -1.42 -0.0109
H 0.77 -1.48 0.42 -0.0083
H 0.37 1.69 -0.09 0.0851

=====

ii | 9
Properties=species:S:1:pos:R:3:lowdin_charge:R:1 method="wB97M-V/def2-TZVPD" charge=0 gap_ev="9.44 / 9.45"
F -2.14 0.10 -0.17 -0.4469
N 0.02 -1.32 -0.44 0.0988
N -0.18 -0.03 -0.60 -0.0469
C 0.29 0.97 0.37 -0.0790
H -0.02 -1.86 -1.21 0.0732
H 0.27 0.68 1.34 0.0331
H 0.44 -1.67 0.45 0.1496
H 1.44 1.15 0.06 0.1333
H -0.11 1.97 0.20 0.0848

=====

Stability summary - winner: ii; margin: 42.2 kcal/mol.

=====

i | 9
Properties=species:S:1:pos:R:3:lowdin_charge:R:1 method="wB97M-V/def2-TZVPD" charge=0 gap_ev=9.67
F -1.37 -0.04 0.91 -0.0662
N -0.09 -0.95 -0.85 0.0416
N 0.82 0.75 0.60 0.0808
C -0.04 -0.29 0.41 -0.6345
H -0.77 -1.76 -0.79 0.1112
H -0.26 -0.24 -1.65 0.1071
H 0.47 -1.07 0.97 0.1389
H 0.75 1.99 -0.58 0.2505
H 0.49 1.60 0.97 -0.0294

=====

ii | 9
Properties=species:S:1:pos:R:3:lowdin_charge:R:1 method="wB97M-V/def2-TZVPD" charge=0 gap_ev=11.89
F 2.27 -1.35 0.09 -0.2119
N 1.66 0.88 0.26 0.0981
N 2.15 -0.01 0.83 0.0261
C -1.44 -0.03 -0.12 -0.0164
H -1.57 -0.58 0.77 0.0229
H -1.19 -0.73 -0.88 0.0245
H -2.39 0.42 -0.15 0.0141
H 1.18 0.73 -0.64 0.0901
H -0.67 0.65 -0.16 -0.0475

=====

Stability summary - winner: ii; margin: 16.0 kcal/mol.

=====

i | 13
Properties=species:S:1:pos:R:3:lowdin_charge:R:1 method="wB97M-V/def2-TZVPD" charge=-1 gap_ev=9.02
O 1.30 -0.18 1.79 -0.1472
O 0.29 0.01 -2.53 -0.0289
O 0.84 -1.43 -0.05 -0.1272
N -0.97 1.02 0.70 -0.0207
C 1.50 -1.12 0.97 -0.5724
C 0.12 0.50 -1.42 -0.2872
C -1.13 0.32 -0.54 -0.3063
H -0.16 0.59 1.17 0.0049
H 2.40 -1.80 1.16 0.0952
H -1.98 0.72 -1.13 0.1028
H -1.77 0.95 1.32 0.0525
H -1.36 -0.77 -0.45 0.1052
H 0.92 1.19 -0.99 0.1292

=====

ii | 13
Properties=species:S:1:pos:R:3:lowdin_charge:R:1 method="wB97M-V/def2-TZVPD" charge=-1 gap_ev=8.78
O -1.22 -2.08 -1.34 -0.0427
O 0.73 1.14 0.76 -0.1017
O 2.73 0.10 1.13 -0.1069
N 0.38 -0.92 -0.23 0.1442
C -0.86 -1.05 -0.78 -0.6178
C -1.75 0.17 -0.63 -0.0391
C 1.91 1.05 1.19 -0.5635
H -2.72 -0.04 -1.10 0.0668
H 0.68 -0.07 0.24 -0.0850
H -1.91 0.40 0.44 0.0756
H -1.29 1.04 -1.12 0.0756
H 1.03 -1.72 -0.30 0.1020
H 2.29 1.96 1.72 0.0924

=====

Stability summary - winner: ii; margin: 21.5 kcal/mol.

=====

i | 24
Properties=species:S:1:pos:R:3:lowdin_charge:R:1 method="wB97M-V/def2-TZVPD" charge=0 gap_ev="7.22 / 7.41"
S 0.28 1.71 0.67 0.8797
N -0.08 -2.90 -0.01 0.0562
N -0.63 -1.81 0.18 -0.1141
C 1.44 0.33 0.16 -0.5461
C 2.29 0.66 -1.02 -0.1212
C -1.16 0.63 0.05 -0.7183
C -2.09 0.35 1.21 -0.1163
C -0.48 -0.64 -0.44 -0.2008
C -1.83 1.47 -1.10 -0.0969
C 2.00 -0.66 1.14 -0.1301
H 3.18 1.24 -0.88 0.0793
H 3.01 -0.29 1.39 0.0875
H 1.34 -0.94 2.11 0.1373
H -2.54 1.30 1.57 0.0969
H -2.92 -0.26 0.91 0.0806
H -1.62 -0.14 1.95 0.0248
H -2.15 0.78 -1.86 0.0552
H -0.94 2.01 -1.67 0.1022
H -2.66 2.05 -0.80 0.0602
H -0.38 -0.67 -1.59 0.1533
H 2.74 -0.20 -1.47 0.0785
H 1.63 1.14 -1.71 0.0564
H 2.12 -1.51 0.60 0.0192
H -0.55 -3.65 0.61 0.0767

=====

ii | 24
Properties=species:S:1:pos:R:3:lowdin_charge:R:1 method="wB97M-V/def2-TZVPD" charge=0 gap_ev=8.67
S 3.57 -1.35 0.86 0.9368
N 2.42 -2.00 0.11 -0.4368
N 4.33 -0.06 -0.20 -0.1283
C -2.20 -0.17 -1.16 -0.0704
C 3.75 0.89 -0.66 -0.3230
C 3.13 1.72 -1.42 -0.0116
C -0.60 0.45 0.81 -0.2343
C 1.04 -1.70 0.41 -0.3502
C 0.73 -0.20 0.40 -0.2301
C -1.53 1.02 -0.24 -0.2306
H 1.47 0.34 1.02 0.0818
H -2.40 1.47 0.21 0.0795
H -1.58 -0.67 -1.95 0.0789
H 1.13 0.24 -0.55 0.0919
H -1.16 -0.38 1.31 0.1169
H 3.21 2.78 -1.29 0.0467
H -3.10 0.17 -1.53 0.0176
H -0.41 1.36 1.45 0.1216
H 0.53 -2.30 -0.42 0.1163
H -1.10 1.85 -0.84 0.1058
H 4.54 -2.29 0.53 0.0086
H 0.57 -2.30 1.23 0.1103
H 2.51 1.44 -2.25 0.0626
H -2.44 -0.94 -0.48 0.0397

=====

Stability summary - winner: i; margin: 3.8 kcal/mol.

=====

i | 9
Properties=species:S:1:pos:R:3:lowdin_charge:R:1 method="wB97M-V/def2-TZVPD" charge=-1 gap_ev=8.94
S -0.26 -0.40 1.93 0.3761
O -1.59 -0.34 1.33 -0.4406
O -0.23 -0.50 3.38 -0.4309
N 0.81 0.60 1.39 -0.2783
N -0.55 0.65 -1.27 0.0272
C 0.31 0.79 -0.21 -0.2506
H 0.39 -1.54 1.33 0.0474
H -1.41 0.31 -1.01 -0.0545
H 1.15 1.29 -0.51 0.0043

=====

ii | 9
Properties=species:S:1:pos:R:3:lowdin_charge:R:1 method="wB97M-V/def2-TZVPD" charge=-1 gap_ev=6.35
S -1.26 0.99 0.23 0.3589
O -1.57 -2.05 1.95 0.1477
O -3.38 -1.99 0.60 0.1754
N -0.97 -0.38 -0.62 -0.7531
N 0.35 -0.93 -0.60 -0.2254
C -2.38 -2.10 1.13 -0.5314
H 0.92 -0.90 0.31 0.0401
H -0.89 2.12 -0.75 -0.1890
H 0.80 -0.30 -1.22 -0.0231

=====

Stability summary - winner: ii; margin: 13.3 kcal/mol.

=====

i | 11
Properties=species:S:1:pos:R:3:lowdin_charge:R:1 method="wB97M-V/def2-TZVPD" charge=0 gap_ev=8.07
S -2.39 -0.30 0.04 0.5237
N 1.06 1.19 -0.08 0.0513
N 1.38 -0.08 -0.27 -0.2293
N -0.20 1.33 0.07 0.0377
N 0.29 -0.77 -0.12 0.0419
C -0.78 0.11 0.06 -0.9280
C 2.70 -0.59 0.20 0.0009
H 3.04 -1.32 -0.57 0.0856
H 2.51 -1.16 1.21 0.1276
H 0.13 -1.80 -0.34 0.1974
H 3.32 0.32 0.31 0.0912

=====

ii | 11
Properties=species:S:1:pos:R:3:lowdin_charge:R:1 method="wB97M-V/def2-TZVPD" charge=0 gap_ev=8.75
S 0.78 1.05 -2.78 0.6991
N -1.75 -0.55 1.49 -0.0228
N -1.03 0.35 -0.52 0.1136
N 0.47 -0.43 0.97 0.0483
N 1.18 0.13 -0.13 -0.0605
C -0.71 -0.19 0.64 -0.7882
C 0.25 0.56 -1.08 -0.6415
H 2.24 1.13 -2.59 -0.0674
H 2.04 -0.60 -0.62 0.2394
H -2.36 0.40 2.26 0.2127
H -1.11 -1.84 2.35 0.2674

=====

Stability summary - winner: i; margin: 92.8 kcal/mol.